a:
A single C15H22N2O4S molecule. Source: the OMol25 dataset; level of theory: ωB97M-V/def2-TZVPD.

The calculation puts the HOMO energy at -9.233 eV. Its frontier orbital gap is 9.6 eV. The structure (SMILES) is COc1ccc(S(=O)(=O)NC2CCCCCC2)cc1C(N)=O. The lowest unoccupied orbital energy comes out at 0.42 eV.

Cartesian coordinates (Å):
C 5.148 -0.210 -1.952
O 4.524 0.060 -0.715
C 3.349 -0.557 -0.413
C 2.756 -1.511 -1.240
C 1.554 -2.100 -0.887
C 0.940 -1.750 0.298
S -0.645 -2.480 0.717
O -0.722 -2.627 2.138
O -0.840 -3.622 -0.128
N -1.779 -1.373 0.261
C -1.904 -0.127 0.993
C -1.132 1.027 0.317
C -1.964 2.076 -0.422
C -2.942 1.509 -1.452
C -4.314 1.202 -0.859
C -4.333 0.020 0.105
C -3.386 0.150 1.298
C 1.513 -0.810 1.128
C 2.712 -0.195 0.789
C 3.183 0.875 1.729
N 4.516 1.069 1.804
O 2.394 1.499 2.408
H 5.459 -1.256 -2.025
H 6.029 0.430 -1.978
H 4.496 0.040 -2.793
H 3.226 -1.802 -2.165
H 1.089 -2.843 -1.515
H -1.894 -1.318 -0.737
H -1.424 -0.345 1.952
H -0.540 1.546 1.073
H -0.423 0.587 -0.390
H -2.516 2.684 0.295
H -1.258 2.741 -0.925
H -2.524 0.610 -1.911
H -3.078 2.246 -2.248
H -4.678 2.094 -0.342
H -5.013 0.991 -1.673
H -4.100 -0.901 -0.430
H -5.350 -0.080 0.491
H -3.477 1.138 1.750
H -3.691 -0.588 2.042
H 1.036 -0.540 2.056
H 5.148 0.630 1.159
H 4.850 1.810 2.398

***

b:
A single C15H22N2O4S molecule. Source: the OMol25 dataset; level of theory: ωB97M-V/def2-TZVPD.

The calculation puts the HOMO energy at -8.678 eV. Its frontier orbital gap is 8.5 eV. The structure (SMILES) is CCOC(=O)c1sc(C)nc1C1CCN(C(=O)OCC)CC1. The lowest unoccupied orbital energy comes out at -0.22 eV.

Cartesian coordinates (Å):
C -3.537 -4.091 -0.600
C -3.687 -3.324 0.596
O -3.734 -2.084 0.228
C -2.593 -1.442 0.466
O -1.611 -2.095 0.806
C -2.636 0.098 0.033
S -4.216 0.792 -0.056
C -3.362 2.547 -0.330
C -4.132 3.696 -0.766
N -1.993 2.225 -0.177
C -1.661 1.041 0.020
C -0.122 0.617 0.433
C 0.661 1.300 -0.683
C 2.026 1.791 -0.331
N 2.369 1.059 1.019
C 3.347 0.047 0.809
O 3.557 -0.779 1.828
O 3.923 0.039 -0.715
C 4.978 -1.142 -0.640
C 5.457 -1.272 -2.043
C 1.706 1.115 2.081
C 0.214 1.325 1.681
H -4.424 -3.703 -1.219
H -3.817 -5.196 -0.469
H -2.621 -4.057 -1.003
H -4.694 -3.393 0.945
H -3.052 -3.628 1.336
H -4.695 3.667 0.028
H -3.290 4.496 -0.749
H -4.617 3.467 -1.706
H 0.091 -0.372 0.637
H 0.293 2.320 -1.266
H 0.788 0.640 -1.418
H 2.804 1.784 -1.011
H 1.909 2.955 0.219
H 5.697 -0.918 0.066
H 4.386 -2.158 -0.568
H 4.683 -1.058 -2.796
H 6.110 -1.903 -2.074
H 5.944 -0.158 -2.138
H 1.738 0.112 2.393
H 2.107 1.846 2.998
H 0.094 2.466 1.596
H -0.388 1.329 2.540

***

It is a that is the most stable of them.

***

a:
A single C2H2O4S molecule. Source: the OMol25 dataset; level of theory: ωB97M-V/def2-TZVPD.

The calculation puts the HOMO energy at -10.662 eV. Its frontier orbital gap is 10.2 eV. The lowest unoccupied orbital energy comes out at -0.42 eV.

Cartesian coordinates (Å):
C 0.090 0.036 0.856
C -0.373 0.253 -0.563
O -0.402 -0.797 1.522
O 2.187 1.767 -1.231
O -0.318 1.606 -1.070
O 0.732 -0.367 -1.454
S 1.074 1.213 -1.939
H 1.027 0.589 1.164
H -1.262 -0.372 -0.673

***

b:
2 unconnected molecules or ions with the total composition C2H2O4S. Source: the OMol25 dataset; level of theory: ωB97M-V/def2-TZVPD.

The calculation puts the HOMO energy at -10.108 eV. Its frontier orbital gap is 9.3 eV. The lowest unoccupied orbital energy comes out at -0.81 eV.

Cartesian coordinates (Å):
C -0.950 0.567 0.615
C -0.420 0.787 -0.848
O -0.319 0.164 1.546
O 0.706 -2.393 0.355
O -0.044 1.801 -1.313
O 1.974 -0.349 -0.334
S 1.579 -1.268 0.695
H -2.040 0.810 0.712
H -0.487 -0.119 -1.428

***

c:
A molecular structure, C2H2O4S. Source: the OMol25 dataset; level of theory: ωB97M-V/def2-TZVPD.

The calculation puts the HOMO energy at -11.251 eV. Its frontier orbital gap is 11.5 eV. The lowest unoccupied orbital energy comes out at 0.25 eV.

Cartesian coordinates (Å):
C -0.434 1.166 0.000
C -0.777 -0.337 -0.013
O -1.195 2.078 -0.004
O 1.510 -1.077 1.236
O 1.575 -1.064 -1.221
O 0.886 1.213 0.013
S 0.996 -0.638 -0.005
H -1.259 -0.675 0.896
H -1.301 -0.668 -0.903

***

It is c that is the most stable of them.

***

a:
A molecular structure, C2HBrClNO2. Source: the OMol25 dataset; level of theory: ωB97M-V/def2-TZVPD.

The calculation puts the HOMO energy at -10.583 eV. Its frontier orbital gap is 10.2 eV. The lowest unoccupied orbital energy comes out at -0.43 eV.

Cartesian coordinates (Å):
C 0.417 -0.333 -0.009
C -0.724 -0.972 0.002
N 0.675 1.286 0.073
O 1.843 1.566 0.092
O -0.251 2.038 0.111
Cl -0.833 -2.646 0.094
Br -2.447 -0.287 -0.138
H 1.320 -0.654 -0.224

***

b:
A single C2HBrClNO2 molecule. Source: the OMol25 dataset; level of theory: ωB97M-V/def2-TZVPD.

The calculation puts the HOMO energy at -10.730 eV. Its frontier orbital gap is 10.0 eV. The structure (SMILES) is O=CO/N=C(/Cl)Br. The lowest unoccupied orbital energy comes out at -0.71 eV.

Cartesian coordinates (Å):
O 1.950 1.488 1.017
C 1.268 0.571 0.654
O 0.826 0.692 -0.614
N 0.026 -0.217 -1.154
C -1.100 -0.553 -0.744
Cl -2.059 -1.632 -1.579
Br -1.840 -0.151 1.184
H 0.928 -0.199 1.237

***

It is b that is the most stable of them.

***

a:
2 unconnected molecules or ions with the total composition Br2H2N2S. Source: the OMol25 dataset; level of theory: ωB97M-V/def2-TZVPD.

The calculation puts the HOMO energy (alpha / beta) at -8.884 / -9.296 eV. Its frontier orbital gap (alpha / beta) is 7.4 / 7.8 eV. The lowest unoccupied orbital energy (alpha / beta) comes out at -1.53 / -1.53 eV.

Cartesian coordinates (Å):
N -1.550 0.073 -0.799
N 1.609 0.436 0.867
S 1.013 1.675 0.160
Br -1.132 -1.124 0.437
Br 3.191 -0.693 0.011
H -1.318 -0.322 -1.714
H 0.992 -0.276 1.279

***

b:
A molecular structure, Br2H2N2S. Source: the OMol25 dataset; level of theory: ωB97M-V/def2-TZVPD.

The calculation puts the HOMO energy (alpha / beta) at -9.246 / -9.247 eV. Its frontier orbital gap (alpha / beta) is 8.3 / 8.3 eV. The lowest unoccupied orbital energy (alpha / beta) comes out at -0.96 / -0.96 eV.

Cartesian coordinates (Å):
N 1.098 0.891 -1.045
N -0.451 -1.249 0.732
S 0.643 -1.239 -0.503
Br 0.858 1.840 0.543
Br -2.214 -0.571 0.327
H 0.272 1.172 -1.667
H -0.205 -0.845 1.613

***

c:
2 unconnected molecules or ions with the total composition Br2H2N2S. Source: the OMol25 dataset; level of theory: ωB97M-V/def2-TZVPD.

The calculation puts the HOMO energy at -9.697 eV. Its frontier orbital gap is 8.2 eV. The lowest unoccupied orbital energy comes out at -1.54 eV.

Cartesian coordinates (Å):
N -0.344 -0.245 -1.830
N 0.581 1.889 1.292
S -0.141 1.109 2.303
Br -1.378 -0.613 -0.297
Br 0.901 -0.891 2.640
H 0.622 -0.178 -1.676
H -0.242 -1.071 -2.431

***

It is c that is the most stable of them.